No. 1
Entry from the OMol25 dataset: a cluster of 2 separate species, C37H31NO3 in total at a distorted geometry (ωB97M-V/def2-TZVPD).

Output
- LUMO energy: -2.15 eV
- HOMO: -6.00 eV
- E_tot: -1708.914574 a.u.
- F_max: 2.8 eV Å⁻¹

```
72
C37H31NO3 | the OMol25 dataset | ωB97M-V/def2-TZVPD
C -1.15996 4.24376 3.53768
C -1.78805 3.52061 2.37393
O -0.71857 2.72094 1.75841
C -1.00046 2.19826 0.53541
C 0.11120 1.29563 0.09496
N 0.22362 1.10180 -1.17110
C 1.18155 0.94007 -2.06020
C 0.86043 0.97425 -3.48847
C 1.73855 0.46640 -4.47422
C 1.41105 0.56564 -5.82307
C 0.23890 1.23299 -6.20353
C -0.63164 1.74792 -5.23372
C -0.33713 1.58758 -3.88044
C 2.57021 0.95663 -1.60640
C 3.54926 1.69201 -2.30439
C 4.80813 1.89126 -1.74272
C 5.10946 1.32992 -0.49636
C 4.14206 0.59861 0.21391
C 2.88998 0.39537 -0.35936
O -2.00069 2.43661 -0.11453
H -1.91815 4.48393 4.28936
H -0.36336 3.65893 4.01823
H -0.72985 5.18116 3.17611
H -2.60054 2.85501 2.70710
H -2.17087 4.22105 1.61097
H 0.87795 1.12414 0.85623
H 2.68791 0.01610 -4.17153
H 2.06574 0.11310 -6.57067
H 0.00212 1.34193 -7.26491
H -1.55177 2.25511 -5.52608
H -1.00812 1.98542 -3.11255
H 3.30620 2.11387 -3.27881
H 5.55248 2.47235 -2.28631
H 6.10706 1.45389 -0.06857
H 4.35538 0.17293 1.19897
H 2.14647 -0.23183 0.13900
C -6.70483 -1.01948 0.14117
O -5.78542 -0.20183 0.89682
C -4.46301 -0.50887 0.88837
C -3.62010 0.25924 1.72800
C -2.26868 0.01853 1.74871
C -1.68310 -1.00076 0.96719
C -0.29609 -1.32091 1.14795
C 0.46984 -2.15321 0.23676
C 1.59570 -2.69085 0.95552
C 2.40978 -3.66837 0.40938
C 2.14444 -4.11290 -0.88821
C 1.08509 -3.55286 -1.62553
C 0.25470 -2.56539 -1.07742
C 1.54252 -2.19345 2.31658
C 0.35999 -1.37913 2.45380
C -0.03438 -1.00819 3.74103
C 0.79334 -1.33378 4.82733
C 1.95581 -2.10399 4.66853
C 2.32284 -2.55528 3.39942
C -2.53308 -1.76491 0.14229
C -3.89686 -1.53184 0.08304
H -7.66752 -0.53818 0.30695
H -6.45494 -1.01501 -0.92798
H -6.71966 -2.04816 0.52565
H -4.06800 1.03576 2.34798
H -1.63890 0.61747 2.40299
H 3.19444 -4.09112 1.03533
H 2.74989 -4.90761 -1.32627
H 0.89539 -3.90731 -2.64097
H -0.53683 -2.09571 -1.66636
H -0.96288 -0.46167 3.90055
H 0.51285 -1.00030 5.82684
H 2.55975 -2.36865 5.53654
H 3.17686 -3.20745 3.23265
H -2.11805 -2.59058 -0.42825
H -4.52743 -2.14661 -0.55874
```

No. 2
Entry from the OMol25 dataset: a structure of composition C20H35CaCl3CsF9N3O15S2 at a distorted geometry (ωB97M-V/def2-TZVPD).

Output
- LUMO energy: -1.20 eV
- HOMO: -2.78 eV
- E_tot: -5848.968229 a.u.
- Charge: -1
- F_max: 11.1 eV Å⁻¹

```
89
C20H35CaCl3CsF9N3O15S2 | the OMol25 dataset | ωB97M-V/def2-TZVPD
C 2.39548 -1.62939 2.52433
C 2.29291 -0.43176 1.59986
O 1.83471 -0.85270 0.32896
C 2.13994 0.03269 -0.71310
C 1.63210 1.46203 -0.54120
O 0.27841 1.56263 -0.10193
C -0.68724 1.44705 -1.08589
C -1.47376 0.15403 -0.83059
O -1.05458 -0.53009 0.04374
O -2.48909 -0.10763 -1.61651
C -3.79929 -0.21350 -0.95186
C -4.01776 0.86762 0.16759
C -3.80457 0.37986 1.61737
C -3.14482 1.53075 2.48840
F -3.64559 2.71978 2.20427
F -1.80954 1.59719 2.06205
C -3.07879 1.23021 4.05364
F -2.88868 -0.10112 4.24302
F -2.00091 1.82695 4.54988
S -4.59442 1.71380 5.09001
F -5.52375 1.59712 3.82564
F -4.27821 3.22424 4.80270
F -3.68374 1.78321 6.38331
F -4.91200 0.20875 5.44964
F -5.83260 2.14460 5.94514
C -4.04893 -1.69060 -0.56232
Cl -2.87515 -2.94516 -0.84816
C -5.19078 -2.12351 -0.02668
C -5.47756 -3.54073 0.33635
Cl -6.50242 -1.02340 0.24478
H 3.13984 -2.33952 2.17766
H 2.69317 -1.29518 3.52231
H 1.47049 -2.20078 2.63683
H 3.29445 0.01146 1.48111
H 1.60361 0.29885 2.03964
H 1.72620 -0.40756 -1.62138
H 3.23054 0.07246 -0.81211
H 2.23192 1.96356 0.20849
H 1.77426 2.03699 -1.46649
H -0.18245 1.26159 -2.04481
H -1.36492 2.35073 -1.16373
H -4.53060 0.01460 -1.71890
H -5.04936 1.16981 0.09781
H -3.47311 1.77720 -0.05912
H -4.76413 0.04755 2.01587
H -3.12007 -0.50094 1.67377
H -5.61731 -4.12784 -0.56925
H -4.65193 -3.99115 0.87880
H -6.38073 -3.61080 0.93132
Ca -0.30655 2.29439 -3.38695
O 3.97585 2.48287 -2.58820
C 4.80796 2.72218 -1.77683
O 4.49453 2.93646 -0.45416
C 5.67182 3.23312 0.29285
C 6.81534 2.67436 -0.55558
C 6.29489 2.83921 -1.97655
H 5.75948 4.31229 0.43316
H 5.57538 2.76570 1.27537
H 7.76948 3.16491 -0.36101
H 6.93469 1.60298 -0.37228
H 6.51864 3.81081 -2.41632
H 6.65535 2.04211 -2.61927
O 5.10581 -1.00401 -2.88296
H 5.82702 -0.76151 -3.50776
H 4.58402 -0.19521 -2.91944
O 1.38030 -6.59529 1.81583
S 1.30836 -5.27288 1.16541
O 1.08257 -4.20919 2.18024
O 0.18549 -5.24856 0.18521
O 2.58170 -4.99230 0.44887
N 7.68782 0.22756 1.66515
H 8.41485 0.40841 0.96860
H 7.68212 0.97800 2.35820
H 6.77444 0.18560 1.19618
H 7.86793 -0.66879 2.12700
Cl 6.04248 0.65111 -5.10267
Cs -1.67959 -1.19795 2.21292
C -3.14642 -3.70856 -4.71887
O -2.75364 -4.28951 -3.73369
N -3.63907 -4.36154 -5.82200
N -3.13170 -2.33416 -4.81060
H -3.96700 -3.89461 -6.64478
H -3.65956 -5.36295 -5.78457
H -2.77710 -1.83342 -4.01691
H -3.45080 -1.82484 -5.61177
C -3.90028 4.03546 -1.27497
O -4.84644 3.36625 -0.78448
O -3.76908 5.27991 -1.16808
O -2.94039 3.38751 -1.96578
```

No. 3
Entry from the OMol25 dataset: a structure of composition C23H22F3N3O2OsSSb (ωB97M-V/def2-TZVPD).

Output
- LUMO energy: -4.08 eV
- HOMO: -11.26 eV
- ΔE to the lowest compared entry with this formula, charge and spin: 0.0 kcal/mol
- E_tot: -2232.919703 a.u.
- Charge: +1
- F_max: 0.4 eV Å⁻¹

```
56
C23H22F3N3O2OsSSb | the OMol25 dataset | ωB97M-V/def2-TZVPD
Os 0.62530 -0.56108 0.28170
O 1.59787 -1.85899 1.43315
C 1.34975 -2.26060 2.65993
C 2.27563 -3.14371 3.24822
C 2.08722 -3.59259 4.52752
C 0.97218 -3.18650 5.28809
C 0.06164 -2.33535 4.73634
C 0.22215 -1.85314 3.41113
C -0.78109 -1.00947 2.89131
N -0.80654 -0.48770 1.69032
N -1.97713 0.21335 1.38638
C -2.00962 0.50740 0.12536
O -1.01573 0.23357 -0.68853
C -3.16810 1.22532 -0.44199
C -4.25171 1.56302 0.36760
C -5.32325 2.25457 -0.17028
C -5.32174 2.60969 -1.51351
C -4.24627 2.27129 -2.32196
C -3.16926 1.58052 -1.78854
H 3.12982 -3.44532 2.65806
H 2.80956 -4.26958 4.96437
H 0.84499 -3.55062 6.29741
H -0.80805 -2.01409 5.29604
H -1.63871 -0.76686 3.51265
H -4.24533 1.27945 1.41076
H -6.16368 2.51577 0.45848
H -6.16224 3.14819 -1.93055
H -4.24755 2.54262 -3.36909
H -2.33231 1.30240 -2.41482
F 4.29598 -0.36097 -3.66751
C 3.91764 -1.64979 -3.62508
F 4.72700 -2.27654 -2.76075
F 4.12013 -2.17610 -4.83697
C 2.47666 -1.77140 -3.20720
C 1.52825 -2.38087 -4.00177
C 0.19810 -2.45947 -3.58075
C -0.14807 -1.92330 -2.36380
N 0.78732 -1.34164 -1.59931
C 2.06557 -1.24589 -1.98252
S 2.87746 -0.42198 -0.70347
H 1.82136 -2.79373 -4.95739
H -0.55360 -2.93128 -4.19477
H -1.15481 -1.93434 -1.97225
C -0.46358 3.15722 1.10580
Sb 1.00559 1.99027 0.13940
C 1.04710 2.65431 -1.85327
C 2.80154 2.57032 1.07818
H -0.10071 4.18410 1.13547
H -0.61518 2.78783 2.11734
H -1.40230 3.11933 0.55889
H 1.19767 3.73112 -1.89230
H 0.09188 2.39483 -2.30410
H 1.85770 2.14391 -2.36905
H 2.91484 3.65109 1.00472
H 3.64784 2.08597 0.59953
H 2.75086 2.28543 2.12738
```

No. 4
Entry from the OMol25 dataset: a structure of composition C2H2NO2P at a distorted geometry (ωB97M-V/def2-TZVPD).

Output
- LUMO energy: -0.89 eV
- HOMO: -10.38 eV
- ΔE to the lowest compared entry with this formula, charge and spin: 16.8 kcal/mol
- E_tot: -623.981376 a.u.
- F_max: 3.3 eV Å⁻¹

```
8
C2H2NO2P | the OMol25 dataset | ωB97M-V/def2-TZVPD
C 0.05050 0.28920 -0.65598
C 0.83313 -0.35200 -1.48822
N -0.60767 1.08440 0.07014
O -1.63388 1.09029 2.49541
O -0.28771 -0.99364 1.64888
P -0.90458 0.34559 1.52865
H 0.74061 -1.41644 -1.78106
H 1.80960 -0.04739 -1.81781
```

No. 5
Entry from the OMol25 dataset: a structure of composition C54H42Cl2N3O6P2STi at a distorted geometry (ωB97M-V/def2-TZVPD).

Output
- LUMO energy (alpha / beta): 2.23 / 2.23 eV
- HOMO (alpha / beta): -2.51 / -2.46 eV
- ΔE to the lowest compared entry with this formula, charge and spin: 2.0 kcal/mol
- E_tot: -5549.616472 a.u.
- Charge: -1
- F_max: 2.0 eV Å⁻¹

```
111
C54H42Cl2N3O6P2STi | the OMol25 dataset | ωB97M-V/def2-TZVPD
Ti 1.06108 0.73929 1.25779
O -0.27579 4.27568 0.06537
C 0.41584 3.33459 0.40567
O 0.00003 2.08315 0.50538
C 1.85557 3.41673 0.76844
C 2.66191 4.51200 0.91377
C 4.00376 4.31659 1.29559
C 4.48730 3.02491 1.50957
C 3.63092 1.95687 1.36117
N 2.33204 2.16533 0.99811
C 3.84111 0.52135 1.62453
O 4.90477 0.01331 1.96535
O 2.70629 -0.14840 1.47430
H 2.25516 5.50100 0.74760
H 4.65540 5.16757 1.44658
H 5.51555 2.84461 1.79721
Cl -1.34890 0.61107 2.46000
C -1.39085 2.20693 3.13667
C -2.59300 2.87997 3.20923
C -2.62253 4.15958 3.74096
C -1.44552 4.75300 4.16333
C -0.24965 4.05715 4.09255
Cl 1.19193 4.84062 4.64922
C -0.17471 2.74260 3.59439
S 1.28145 1.79927 3.62161
H -3.49426 2.39808 2.85277
H -3.56048 4.69427 3.81774
H -1.44008 5.75970 4.56064
O -1.07570 -2.25633 -2.22042
C -0.54655 -1.60607 -3.32815
C -1.00894 -1.84428 -4.61766
C -0.44740 -1.17974 -5.69670
C 0.58591 -0.29253 -5.49530
C 1.05487 -0.05969 -4.21124
C 0.51121 -0.69519 -3.09725
P 1.06069 -0.32523 -1.34904
C 2.49164 0.74081 -1.76769
C 2.15596 2.03634 -2.18704
C 3.13902 2.94856 -2.51448
C 4.48114 2.58817 -2.42235
C 4.81943 1.30922 -2.01019
C 3.83420 0.38694 -1.67956
C 1.77630 -1.98461 -1.00146
C 1.33220 -2.64290 0.13937
C 1.82891 -3.89194 0.47807
C 2.76107 -4.50839 -0.34360
C 3.16783 -3.88380 -1.51549
C 2.67447 -2.63143 -1.84776
C -2.30090 -2.89503 -2.38802
C -2.34680 -4.16097 -2.95474
C -3.57011 -4.77858 -3.15035
C -4.73986 -4.13226 -2.78597
C -4.68714 -2.87901 -2.19736
C -3.46458 -2.24633 -1.96836
P -3.26316 -0.66034 -1.04374
C -4.91383 -0.68561 -0.21032
C -5.03807 -1.62429 0.81817
C -6.20273 -1.71673 1.55864
C -7.26665 -0.86376 1.28434
C -7.15169 0.07124 0.26958
C -5.97954 0.16348 -0.47632
C -3.51241 0.56626 -2.38708
C -3.58883 1.91000 -2.01186
C -3.65163 2.90901 -2.96964
C -3.63965 2.58019 -4.31836
C -3.55727 1.24920 -4.70105
C -3.48451 0.24669 -3.74295
H -1.81762 -2.53333 -4.79338
H -0.81889 -1.36937 -6.69640
H 1.03732 0.22291 -6.33378
H 1.87659 0.62442 -4.07362
H 1.10868 2.31956 -2.24793
H 2.86357 3.94940 -2.82367
H 5.25451 3.30962 -2.65402
H 5.86131 1.02504 -1.92190
H 4.11690 -0.60371 -1.34781
H 0.57718 -2.17441 0.75179
H 1.48722 -4.38090 1.38274
H 3.16757 -5.47604 -0.07532
H 3.87412 -4.37774 -2.17222
H 2.98125 -2.15630 -2.77269
H -1.42936 -4.66096 -3.23835
H -3.61180 -5.76674 -3.59195
H -5.69850 -4.60832 -2.95328
H -5.60285 -2.38043 -1.91230
H -4.20230 -2.28304 1.03277
H -6.27917 -2.44254 2.35905
H -8.17945 -0.93010 1.86369
H -7.97609 0.74019 0.05261
H -5.90262 0.89407 -1.27143
H -3.56712 2.17643 -0.96138
H -3.67210 3.94414 -2.65227
H -3.68047 3.36011 -5.06851
H -3.53430 0.98783 -5.75231
H -3.40646 -0.78565 -4.05791
N 0.64820 -1.37589 2.94849
C 1.59573 -1.37633 3.61509
N 2.64675 -1.48768 4.40227
C 3.79134 -2.28015 3.92700
C 4.42064 -2.91886 5.15189
O 4.82961 -1.93950 6.09298
C 3.73597 -1.13821 6.51785
C 3.04751 -0.44916 5.35218
H 4.50062 -1.62539 3.41419
H 3.44008 -3.03772 3.22744
H 5.31216 -3.48331 4.88127
H 3.69143 -3.59532 5.62071
H 4.14699 -0.39650 7.20110
H 3.00794 -1.76141 7.05515
H 3.74092 0.24508 4.86659
H 2.17578 0.10836 5.68338
```

No. 6
Entry from the OMol25 dataset: a cluster of 3 separate species, C5H12O in total (ωB97M-V/def2-TZVPD).

Output
- LUMO energy: 0.82 eV
- HOMO: -9.85 eV
- ΔE to the lowest compared entry with this formula, charge and spin: 47.4 kcal/mol
- E_tot: -272.873100 a.u.
- SMILES: C=CC.C=O.C
- F_max: 0.5 eV Å⁻¹

```
18
C5H12O | the OMol25 dataset | ωB97M-V/def2-TZVPD
C -1.08221 1.42254 0.00582
C -1.39342 0.21467 -0.45752
C -1.89448 -0.90840 0.40268
H -0.81588 2.24103 -0.65824
H -1.10159 1.63965 1.07315
H -1.32512 0.01558 -1.52838
H -1.57710 -0.78722 1.44342
H -1.55725 -1.88678 0.04869
H -2.99007 -0.91000 0.37881
C 1.74434 1.81246 -0.08385
O 2.46457 1.01220 0.45263
H 1.49103 1.76219 -1.16265
H 1.29049 2.65892 0.46968
C 1.34957 -1.66508 -0.07855
H 0.66594 -0.84895 -0.30279
H 1.70057 -1.54327 0.94706
H 2.19884 -1.60957 -0.76038
H 0.83178 -2.61997 -0.18957
```

No. 7
Entry from the OMol25 dataset: a structure of composition C5H10O3Rh at a distorted geometry (ωB97M-V/def2-TZVPD).

Output
- LUMO energy (alpha / beta): -6.09 / -6.86 eV
- HOMO (alpha / beta): -11.78 / -14.23 eV
- Multiplicity: 5
- ΔE to the lowest compared entry with this formula, charge and spin: 69.4 kcal/mol
- E_tot: -532.192337 a.u.
- Charge: +1
- F_max: 2.7 eV Å⁻¹

```
19
C5H10O3Rh | the OMol25 dataset | ωB97M-V/def2-TZVPD
C 0.16362 -2.84728 -0.38894
O 0.56327 -1.97842 -1.40886
C -0.55704 -2.09571 0.74306
O 0.18557 -0.95158 1.09963
C -0.47044 1.12752 1.62189
C -0.10576 2.03471 0.64952
O 0.23362 1.48977 -0.62202
C 0.33238 2.44881 -1.67379
Rh 0.91917 -0.34389 -0.55289
H 1.04047 -3.37176 0.04966
H -0.51935 -3.63434 -0.76740
H -0.69429 -2.76561 1.61247
H -1.56589 -1.79461 0.39080
H 0.29691 0.82088 2.33743
H -1.54229 1.02721 1.81515
H 0.64829 2.78644 0.91816
H 0.56540 1.90389 -2.59506
H -0.62581 2.97445 -1.77248
H 1.13216 3.16952 -1.45633
```

No. 8
Entry from the OMol25 dataset: the molecule C3H2F3N at a distorted geometry (ωB97M-V/def2-TZVPD).

Output
- LUMO energy: 0.76 eV
- HOMO: -10.81 eV
- ΔE to the lowest compared entry with this formula, charge and spin: 15.3 kcal/mol
- E_tot: -469.780344 a.u.
- SMILES: FC(F)(F)C1=NC1
- F_max: 3.6 eV Å⁻¹

```
9
C3H2F3N | the OMol25 dataset | ωB97M-V/def2-TZVPD
F -1.08805 -1.27641 1.49858
C -0.42156 -0.17107 1.34751
F 0.85465 -0.15720 1.89162
F -1.15208 0.78440 1.91747
C -0.18860 0.02553 -0.24310
N -0.76968 0.53575 -1.25236
C 0.67754 0.08716 -1.45028
H 1.33198 0.85409 -1.61521
H 0.75580 -0.68227 -2.09422
```

> What is the F_max in the sixth record?

0.5 eV Å⁻¹

Repeat the eighth record exactly.
Entry from the OMol25 dataset: the molecule C3H2F3N at a distorted geometry (ωB97M-V/def2-TZVPD).

Output
- LUMO energy: 0.76 eV
- HOMO: -10.81 eV
- ΔE to the lowest compared entry with this formula, charge and spin: 15.3 kcal/mol
- E_tot: -469.780344 a.u.
- SMILES: FC(F)(F)C1=NC1
- F_max: 3.6 eV Å⁻¹

```
9
C3H2F3N | the OMol25 dataset | ωB97M-V/def2-TZVPD
F -1.08805 -1.27641 1.49858
C -0.42156 -0.17107 1.34751
F 0.85465 -0.15720 1.89162
F -1.15208 0.78440 1.91747
C -0.18860 0.02553 -0.24310
N -0.76968 0.53575 -1.25236
C 0.67754 0.08716 -1.45028
H 1.33198 0.85409 -1.61521
H 0.75580 -0.68227 -2.09422
```